Here is a structure of composition C19H28CeNO5 at a distorted geometry from the Open Molecules 2025 dataset. Energies are from ωB97M-V/def2-TZVPD.

Calculated values
* Kohn-Sham gap (spin up / spin down): 6.04 / 6.06 eV
* HOMO level (spin up / spin down): -6.18 / -6.18 eV
* calculated total energy: -1646.64904 Eh
* multiplicity: 2

CARTESIAN COORDINATES (ANGSTROEM)
O: -0.071 -0.076 0.583
C: 1.036 -0.662 -0.240
C: 0.604 0.076 -1.497
H: 0.928 -1.754 -0.292
H: 1.996 -0.351 0.192
C: -0.575 0.583 -0.653
H: 0.348 -0.580 -2.343
H: 1.323 0.857 -1.797
C: -1.912 -0.013 -1.057
H: -1.865 -1.108 -1.073
H: -2.207 0.337 -2.058
H: -2.687 0.291 -0.349
C: -0.649 2.083 -0.472
H: 0.343 2.517 -0.327
H: -1.265 2.336 0.397
H: -1.103 2.551 -1.355
Ce: -0.500 -0.544 2.869
C: 1.214 2.284 4.058
C: 2.345 1.422 4.105
C: 2.837 1.267 2.779
H: 2.799 1.034 5.023
C: 1.994 2.017 1.908
C: 0.992 2.657 2.703
H: 0.223 3.336 2.339
H: 0.644 2.628 4.922
H: 3.717 0.694 2.489
H: 2.105 2.130 0.832
C: -2.449 -0.597 4.407
C: -2.435 0.685 3.756
C: -2.713 0.479 2.360
H: -2.293 1.646 4.255
C: -2.863 -0.950 2.149
C: -2.716 -1.608 3.420
H: -2.831 -2.671 3.639
H: -2.363 -0.757 5.485
H: -2.820 1.272 1.619
H: -3.081 -1.440 1.192
O: 0.543 -1.138 -4.181
C: 0.027 -0.281 -5.225
C: 0.432 -0.832 -6.608
H: 0.435 0.734 -5.079
H: -1.072 -0.221 -5.124
C: 1.415 -1.979 -6.309
H: 0.897 -0.057 -7.215
H: -0.446 -1.212 -7.135
C: 1.307 -2.212 -4.787
H: 2.430 -1.677 -6.576
H: 1.161 -2.882 -6.864
H: 2.304 -2.255 -4.315
H: 0.790 -3.168 -4.588
O: 1.785 -1.471 5.909
N: 0.972 -1.228 5.057
O: 0.247 -0.136 5.031
O: 0.723 -2.054 4.042